Record 1
The following is a quantum chemistry calculation of C5H8N2 in the gas phase in a non-equilibrium geometry, from the OMol25 dataset.

The geometry in ORCA input format:
```
! wB97M-V def2-TZVPD RIJCOSX def2/J DEFGRID3
* xyz 0 1
N -0.82 0.66 -2.33
C -0.05 0.14 -1.28
C 0.30 1.28 1.21
N -0.08 2.36 0.99
C -0.41 -0.93 -0.57
C 0.01 -1.20 0.85
C 0.83 -0.05 1.48
H -0.52 1.60 -2.58
H -1.80 0.68 -2.09
H 0.85 0.71 -1.04
H -1.21 -1.58 -0.94
H -0.92 -1.28 1.44
H 0.53 -2.15 1.00
H 1.87 -0.07 1.13
H 0.85 -0.18 2.56
*
```

- Energy above the lowest of the compared OMol25 structures with the same formula, charge and spin: 27.03 kcal per mole
- Orbital gap: 0.335 hartree
- DFT total energy: -8293.824 eV
- SMILES string: N#CCC/C=C/N
- HOMO: -8.21 eV

***

Record 2
The following is a quantum chemistry calculation of C5H8N2 in the gas phase in a non-equilibrium geometry, from the OMol25 dataset.

The geometry in ORCA input format:
```
! wB97M-V def2-TZVPD RIJCOSX def2/J DEFGRID3
* xyz 0 1
N -0.49 -0.41 2.19
C -0.56 0.05 0.83
C 0.28 1.30 0.45
N 0.86 2.26 0.76
C -0.16 -1.04 -0.08
C 0.73 -0.76 -1.25
C 0.18 0.55 -1.60
H -0.95 0.22 2.84
H 0.48 -0.55 2.47
H -1.59 0.40 0.65
H -0.72 -1.98 -0.01
H 1.82 -0.81 -1.05
H 0.47 -1.51 -2.01
H -0.85 0.58 -1.97
H 0.81 1.40 -1.82
*
```

- Energy above the lowest of the compared OMol25 structures with the same formula, charge and spin: 107.75 kcal per mole
- Orbital gap (spin up / spin down): 0.288 / 0.293 hartree
- DFT total energy: -8290.324 eV
- HOMO (spin up / spin down): -8.27 / -8.02 eV